Record 1
ORCA calculation (ωB97M-V/def2-TZVPD) on one molecule with the formula C19H20N2O5S2 at a distorted geometry.

Positions of all 48 atoms, in Å:
1 O 1.362 0.784 -5.837
2 C 1.028 0.560 -4.697
3 N 0.350 -0.581 -4.388
4 C -0.162 -1.037 -3.169
5 C -0.950 -0.221 -2.360
6 C -1.432 -0.715 -1.168
7 C -1.164 -2.005 -0.752
8 C -0.400 -2.825 -1.567
9 C 0.091 -2.348 -2.769
10 H 0.691 -2.985 -3.402
11 H -0.187 -3.839 -1.266
12 H -1.571 -2.357 0.181
13 S -2.464 0.342 -0.157
14 O -2.686 1.570 -0.864
15 O -3.607 -0.423 0.261
16 N -1.438 0.640 1.146
17 C -1.333 2.031 1.561
18 H -1.710 2.667 0.763
19 H -0.278 2.261 1.742
20 C -2.137 2.115 2.856
21 H -1.865 2.973 3.466
22 H -3.201 2.163 2.622
23 C -1.799 0.780 3.516
24 H -2.556 0.456 4.227
25 H -0.841 0.850 4.032
26 C -1.684 -0.183 2.326
27 H -2.612 -0.737 2.172
28 H -0.863 -0.894 2.452
29 H -1.210 0.785 -2.644
30 H 0.393 -1.268 -5.133
31 C 1.353 1.568 -3.594
32 H 2.282 2.060 -3.909
33 H 0.559 2.316 -3.536
34 O 1.495 1.055 -2.281
35 C 2.293 -0.023 -2.132
36 O 2.896 -0.528 -3.049
37 C 2.303 -0.517 -0.755
38 C 1.893 0.206 0.297
39 C 1.887 -0.262 1.646
40 C 1.805 0.486 2.795
41 C 1.827 -0.290 3.967
42 C 1.914 -1.624 3.706
43 S 1.987 -1.958 2.026
44 H 1.941 -2.434 4.407
45 H 1.782 0.119 4.960
46 H 1.757 1.560 2.792
47 H 1.560 1.224 0.145
48 H 2.698 -1.516 -0.636

Output
HOMO level, eV: -8.91
Max |F|, eV/Å: 1.16
Gap between HOMO and LUMO, eV: 8.47
ΔE to the lowest compared entry with this formula, charge and spin, kJ/mol: 0.0
SMILES: O=C(COC(=O)/C=C/c1cccs1)Nc1cccc(S(=O)(=O)N2CCCC2)c1
E, a.u.: -2018.1058
Molecular weight, g/mol: 420.51
Spin multiplicity: 1
Total charge: 0

---

Record 2
ORCA calculation (ωB97M-V/def2-TZVPD) on C19H20N3O2PSr as an isolated structure at a distorted geometry.

Positions of all 46 atoms, in Å:
1 Sr 0.756 0.553 -0.757
2 O -0.034 0.809 1.331
3 C -0.955 0.287 2.087
4 C -1.596 1.071 3.072
5 C -2.612 0.572 3.858
6 C -3.048 -0.743 3.702
7 C -2.432 -1.534 2.755
8 C -1.389 -1.058 1.951
9 C -0.788 -1.972 0.970
10 N -0.216 -1.685 -0.195
11 C 0.127 -2.896 -0.767
12 C -0.228 -3.914 0.052
13 N -0.820 -3.318 1.138
14 H -1.245 2.088 3.196
15 H -3.074 1.211 4.601
16 H -3.855 -1.136 4.305
17 H -2.794 -2.546 2.609
18 H 0.627 -2.949 -1.720
19 H -0.115 -4.980 -0.032
20 H -1.145 -3.785 1.966
21 C -3.305 0.815 -0.571
22 P -2.291 2.087 -1.329
23 C -1.766 3.203 -0.031
24 C -3.351 2.995 -2.453
25 O -1.085 1.516 -2.047
26 H -4.225 1.234 -0.162
27 H -2.748 0.335 0.234
28 H -3.549 0.067 -1.326
29 H -2.598 3.627 0.530
30 H -1.187 4.006 -0.490
31 H -1.116 2.621 0.630
32 H -4.205 3.419 -1.926
33 H -3.705 2.317 -3.230
34 H -2.778 3.794 -2.923
35 N 8.481 -1.435 -2.055
36 C 7.385 -1.123 -1.896
37 C 6.015 -0.733 -1.699
38 C 5.048 -1.691 -1.408
39 C 3.731 -1.293 -1.222
40 C 3.291 0.042 -1.312
41 C 4.317 0.961 -1.606
42 C 5.644 0.606 -1.796
43 H 5.335 -2.733 -1.329
44 H 3.019 -2.084 -0.986
45 H 4.083 2.020 -1.699
46 H 6.397 1.353 -2.020

Output
HOMO level, eV: -7.51
Max |F|, eV/Å: 1.11
Gap between HOMO and LUMO, eV: 7.58
ΔE to the lowest compared entry with this formula, charge and spin, kJ/mol: 0.0
E, a.u.: -1422.9519
Molecular weight, g/mol: 440.98
Spin multiplicity: 1
Total charge: 0

---

Record 3
ORCA calculation (ωB97M-V/def2-TZVPD) on one molecule with the formula C19H20N4O2S at a distorted geometry.

Positions of all 46 atoms, in Å:
1 C -1.907 -2.466 -1.952
2 H -0.907 -2.569 -2.374
3 O -1.789 -1.431 -1.007
4 C -2.886 -1.001 -0.341
5 C -4.158 -1.552 -0.423
6 C -5.203 -0.997 0.299
7 C -5.003 0.110 1.102
8 C -3.739 0.669 1.198
9 C -2.689 0.113 0.494
10 N -1.400 0.682 0.547
11 C -0.223 0.057 0.865
12 N 0.836 0.799 0.702
13 C 0.370 1.986 0.209
14 C 1.008 3.157 -0.177
15 C 0.188 4.180 -0.618
16 C -1.197 4.011 -0.659
17 N -1.832 2.909 -0.298
18 C -1.045 1.933 0.119
19 H -1.837 4.812 -1.003
20 H 0.614 5.120 -0.933
21 H 2.081 3.259 -0.132
22 S -0.226 -1.524 1.608
23 C 0.882 -2.521 0.528
24 H 1.547 -3.066 1.196
25 C 1.652 -1.706 -0.497
26 O 1.307 -1.689 -1.666
27 N 2.750 -1.086 -0.057
28 C 3.209 -0.973 1.313
29 C 4.105 0.262 1.289
30 H 3.483 1.149 1.400
31 C 4.702 0.217 -0.116
32 C 3.517 -0.241 -0.958
33 H 2.894 0.603 -1.272
34 H 3.800 -0.807 -1.848
35 H 5.506 -0.519 -0.161
36 H 5.091 1.179 -0.442
37 H 4.857 0.247 2.074
38 H 3.781 -1.869 1.590
39 H 2.373 -0.850 2.002
40 H 0.231 -3.214 -0.004
41 H -3.559 1.540 1.808
42 H -5.825 0.541 1.651
43 H -6.185 -1.438 0.222
44 H -4.341 -2.407 -1.054
45 H -2.215 -3.406 -1.481
46 H -2.617 -2.205 -2.743

Output
HOMO level, eV: -8.42
Max |F|, eV/Å: 1.19
Gap between HOMO and LUMO, eV: 8.97
ΔE to the lowest compared entry with this formula, charge and spin, kJ/mol: 129.7
SMILES: COc1ccccc1-n1c(SCC(=O)N2CCCC2)nc2cccnc21
E, a.u.: -1503.7424
Molecular weight, g/mol: 368.46
Spin multiplicity: 1
Total charge: 0